Record 1
Below is C35H25F2N2PdS as an isolated structure, with properties calculated with the ωB97M-V functional and the def2-TZVPD basis.

Positions of all 66 atoms, in Å:
Pd1 0.1889 0.6325 0.3063
F1 3.9459 -0.4650 -3.4984
C1 3.4247 0.4373 -2.6570
C2 2.4016 0.0443 -1.8091
C3 1.8623 0.9806 -0.9490
C4 2.3311 2.3029 -0.9215
C5 3.3559 2.6335 -1.8085
F2 3.8192 3.8962 -1.8680
C6 3.9210 1.7252 -2.6810
C7 1.6629 3.2652 -0.0216
C8 2.1577 4.5220 0.3357
C9 1.4220 5.3273 1.1829
C10 0.1981 4.8844 1.6693
C11 -0.2207 3.6231 1.3011
N1 0.4898 2.8429 0.4878
H1 2.0571 -0.9827 -1.8508
H2 4.7090 2.0195 -3.3576
H3 3.1090 4.8549 -0.0425
H4 1.8038 6.2990 1.4658
H5 -0.4095 5.4931 2.3226
H6 -1.1573 3.2118 1.6608
C12 -2.6954 -1.8491 -0.3889
C13 -2.6893 -1.3144 1.0258
C14 -3.8459 -1.6297 1.7832
C15 -3.9218 -1.2663 3.0898
C16 -2.8218 -0.6111 3.6858
C17 -2.8117 -0.2714 5.0589
C18 -1.7087 0.3139 5.6333
C19 -0.5867 0.5716 4.8530
C20 -0.5605 0.2825 3.4814
S1 0.8581 0.6532 2.6322
C21 -1.7130 -0.3218 2.8679
N2 -1.6795 -0.6378 1.5443
H7 -3.5665 -1.4269 -0.9011
H8 -2.9125 -2.9161 -0.2809
H9 -1.6453 -2.4241 -2.1252
H10 -4.6518 -2.1704 1.3063
H11 -4.7956 -1.4943 3.6862
H12 -3.6875 -0.4959 5.6539
H13 -1.7024 0.5621 6.6851
H14 0.2966 1.0098 5.2984
C22 2.4402 -5.3165 -1.4063
C23 2.7410 -4.3629 -0.4373
C24 1.8694 -3.3279 -0.1890
C25 0.6529 -3.2045 -0.9100
C26 0.3672 -4.1909 -1.8882
C27 1.2504 -5.2219 -2.1248
C28 -0.1851 -2.1149 -0.6330
C29 -1.4669 -1.7300 -1.3016
C30 -1.2995 -0.3645 -1.9417
C31 -1.7469 0.8035 -1.3208
C32 -1.5096 2.0516 -1.9050
C33 -0.8192 2.1410 -3.0997
C34 -0.3886 0.9793 -3.7298
C35 -0.6279 -0.2588 -3.1577
H15 3.1283 -6.1272 -1.6008
H16 3.6652 -4.4335 0.1206
H17 2.1099 -2.5795 0.5590
H18 -0.5507 -4.1428 -2.4581
H19 1.0162 -5.9638 -2.8762
H20 0.1310 -1.4302 0.1690
H21 -2.3743 0.7455 -0.4390
H22 -1.8706 2.9472 -1.4156
H23 -0.6260 3.1067 -3.5466
H24 0.1377 1.0398 -4.6730
H25 -0.2751 -1.1568 -3.6513

total energy: -59423.4563 eV
net charge: +1
highest occupied orbital energy (alpha / beta): -0.351 / -0.405 Ha
multiplicity: 5
LUMO (alpha / beta): -3.32 / -5.56 eV
orbital gap (alpha / beta): 6.2410 / 5.4591 eV


Record 2
Below is C33H73N5O6 as an isolated structure, with properties calculated with the ωB97M-V functional and the def2-TZVPD basis.

Positions of all 117 atoms, in Å:
N1 -0.8101 0.8331 1.0132
O1 -0.5698 1.1431 2.1989
O2 -0.1161 0.0202 0.3589
O3 -1.6911 1.3786 0.3432
C1 -3.8175 -1.3970 1.8689
C2 -3.0725 -2.5450 2.4907
C3 -1.8866 -1.9152 3.2399
N2 -0.8424 -2.9069 3.7204
C4 -0.1137 -3.6198 2.6199
C5 -1.4054 -3.9857 4.6802
C6 -0.7648 -3.6287 6.0386
C7 -0.4065 -2.1414 5.9712
C8 0.1015 -2.0343 4.5166
H1 -3.1915 -0.7794 1.2127
H2 -4.0902 -0.6294 2.5992
H3 -4.7299 -1.6411 1.3279
H4 -2.7150 -3.2827 1.7729
H5 -3.8113 -2.9334 3.1961
H6 -2.2219 -1.3642 4.1132
H7 -1.3633 -1.3322 2.4815
H8 0.4161 -2.8819 2.0156
H9 -0.8509 -4.2001 2.0762
H10 0.6902 -4.2135 3.0534
H11 -1.1129 -4.9570 4.2975
H12 -2.4825 -3.8601 4.7316
H13 0.0784 -4.2867 6.2473
H14 -1.4685 -3.8218 6.8484
H15 0.4105 -1.7355 6.5734
H16 -1.1694 -1.4135 6.2504
H17 1.0941 -2.4754 4.4301
H18 0.0898 -0.9820 4.2362
C9 -1.7173 1.1002 -5.2120
C10 -0.9857 -0.0788 -4.5013
C11 -1.9584 -0.8593 -3.6062
N3 -1.4754 -2.0781 -2.8134
C12 -2.5777 -2.4055 -1.8405
C13 -1.1059 -3.2814 -3.6764
C14 0.3904 -3.4425 -3.6779
C15 0.9931 -2.3430 -2.8481
C16 -0.1775 -1.7642 -2.0332
H19 -1.6122 1.0342 -6.2940
H20 -1.3539 2.1002 -4.9939
H21 -2.7659 1.0582 -4.9160
H22 -0.3613 0.4323 -3.7647
H23 -0.3555 -0.7158 -5.1202
H24 -2.8784 -1.1310 -4.1174
H25 -2.0894 -0.2001 -2.7468
H26 -2.7956 -1.5032 -1.2708
H27 -2.2549 -3.2343 -1.2156
H28 -3.4797 -2.6955 -2.3768
H29 -1.5522 -4.1667 -3.2253
H30 -1.5534 -3.1803 -4.6626
H31 0.7611 -4.4208 -3.3664
H32 0.8435 -3.4069 -4.6717
H33 1.7612 -2.6249 -2.1305
H34 1.3503 -1.5160 -3.4607
H35 -0.2256 -2.2880 -1.0798
H36 -0.1053 -0.6960 -1.8558
C17 8.0526 -2.0320 -0.4641
C18 6.8031 -2.2669 0.3479
C19 5.5629 -1.4119 -0.0582
N4 4.2949 -1.8752 0.6980
C20 4.0537 -3.3595 0.5200
C21 3.0257 -1.1192 0.2691
C22 3.2001 0.2938 0.8973
C23 3.6825 -0.0511 2.3011
C24 4.2347 -1.4490 2.1798
H37 8.4606 -1.0164 -0.5033
H38 7.9740 -2.3641 -1.4962
H39 8.8504 -2.4936 0.1217
H40 6.9701 -2.2234 1.4239
H41 6.6491 -3.3271 0.1330
H42 5.3880 -1.3462 -1.1301
H43 5.6982 -0.3946 0.3056
H44 3.1841 -3.7197 1.0619
H45 4.9347 -3.8226 0.9525
H46 3.9869 -3.4495 -0.5610
H47 2.1701 -1.6552 0.6790
H48 2.8108 -1.0728 -0.7986
H49 2.2723 0.8415 1.0576
H50 3.9597 0.8814 0.3884
H51 2.9327 -0.0612 3.0907
H52 4.4107 0.7132 2.5726
H53 3.5713 -2.1767 2.6438
H54 5.2381 -1.5643 2.5882
C25 -1.5731 4.2683 2.1970
C26 -2.0857 4.7186 0.8306
C27 -1.6128 3.8705 -0.3425
N5 -1.5122 4.5237 -1.7241
C28 -1.3997 3.4058 -2.7828
C29 -0.2942 5.3816 -1.9108
C30 -0.8521 6.7999 -1.9593
C31 -2.2531 6.7438 -2.5559
C32 -2.7451 5.3795 -2.0538
H55 -2.0929 4.7827 3.0046
H56 -0.5320 4.5926 2.2752
H57 -1.6475 3.2041 2.4172
H58 -1.8266 5.7629 0.6162
H59 -3.1721 4.8276 0.8262
H60 -2.3828 3.1118 -0.4934
H61 -0.6603 3.3579 -0.2050
H62 -1.6120 3.9145 -3.7158
H63 -2.2503 2.7590 -2.5402
H64 -0.4880 2.8845 -2.5047
H65 0.2753 5.2154 -2.8270
H66 0.4094 5.1465 -1.1129
H67 -0.1702 7.5227 -2.4026
H68 -0.9671 7.0559 -0.9012
H69 -2.1982 6.6370 -3.6409
H70 -2.8801 7.5918 -2.3011
H71 -3.2958 4.8684 -2.8421
H72 -3.4382 5.4036 -1.2169
O4 -3.7863 3.6679 -0.2394
C33 -4.2904 3.6397 -1.5189
O5 -5.3828 4.1572 -1.7665
O6 -3.4891 3.1463 -2.3950
H73 -3.0615 3.0760 -0.4807

total energy: -55112.2745 eV
net charge: +2
highest occupied orbital energy: -0.403 Ha
multiplicity: 1
LUMO: -4.87 eV
orbital gap: 6.0986 eV


Energy above the lowest of the compared OMol25 structures with the same formula, charge and spin readings, ordered: 0.7, 178.7 kcal per mole